a.
The following is a DFT calculation (ωB97M-V with the def2-TZVPD basis set) of one molecule with the formula C3H6OS2.

- frontier orbital gap (Eh) = 0.341
- E_HOMO (eV) = -8.7572
- LUMO energy (eV) = 0.522

Geometry as ORCA input:
```
! wB97M-V def2-TZVPD RIJCOSX def2/J DEFGRID3
* xyz 0 1
C 0.847 -0.942 -1.460
C 0.038 -1.212 -0.459
C -0.386 0.295 0.593
O -1.724 0.458 0.393
S -0.105 -0.110 2.310
S 0.735 1.625 0.052
H 0.999 -1.651 -2.316
H 1.261 0.115 -1.580
H -0.354 -2.012 0.038
H -2.073 1.305 0.776
H 0.798 -1.152 2.078
H -0.003 2.242 0.876
*
```

***

b.
The following is a DFT calculation (ωB97M-V with the def2-TZVPD basis set) of a 2-piece molecular cluster, C3H6OS2 overall.

- frontier orbital gap (Eh) = 0.172
- E_HOMO (eV) = -9.1736
- LUMO energy (eV) = -4.485

Geometry as ORCA input:
```
! wB97M-V def2-TZVPD RIJCOSX def2/J DEFGRID3
* xyz 0 1
C -0.864 0.376 0.763
C -1.270 -1.102 0.307
O -2.452 -1.428 0.245
C 0.464 0.691 0.021
S 1.932 0.293 1.082
S 1.645 0.167 -2.639
H -0.545 0.174 1.831
H -1.626 1.131 0.703
H -0.383 -1.750 0.224
H 0.617 1.740 0.014
H 0.474 0.218 -0.947
H 2.006 -0.509 -1.605
*
```

***

Computed relative energies in units of kcal/mol: a 0.0; b 59.1

***

a.
The following is a DFT calculation (ωB97M-V with the def2-TZVPD basis set) of a 4-piece molecular cluster, C2H13NO3 overall.

- frontier orbital gap (Eh) = 0.363
- E_HOMO (eV) = -9.2045
- LUMO energy (eV) = 0.671

Geometry as ORCA input:
```
! wB97M-V def2-TZVPD RIJCOSX def2/J DEFGRID3
* xyz 0 1
C 1.335 1.976 0.624
N 0.249 1.526 1.730
C 0.365 0.052 2.042
H 2.285 1.393 0.727
H 1.508 3.056 0.811
H 1.060 1.912 -0.406
H 0.239 2.214 2.541
H 1.317 -0.231 2.663
H -0.597 -0.291 2.471
H 0.559 -0.470 1.074
O -1.220 -2.024 -1.678
H -1.521 -1.584 -2.449
H -1.900 -1.670 -1.039
O -2.401 0.290 0.011
H -1.455 0.478 0.079
H -2.646 0.354 0.908
O 0.922 -2.103 -3.742
H 1.420 -2.922 -3.461
H 0.480 -1.956 -2.906
*
```

***

b.
The following is a DFT calculation (ωB97M-V with the def2-TZVPD basis set) of a 4-piece molecular cluster, C2H13NO3 overall.

- frontier orbital gap (Eh) = 0.376
- E_HOMO (eV) = -9.3630
- LUMO energy (eV) = 0.863

Geometry as ORCA input:
```
! wB97M-V def2-TZVPD RIJCOSX def2/J DEFGRID3
* xyz 0 1
C -2.142 -0.952 1.472
C -0.614 -0.809 1.346
N -0.167 -0.704 -0.040
H -2.515 -1.925 1.748
H -2.573 -0.367 2.322
H -2.660 -0.653 0.547
H -0.318 0.092 1.926
H -0.207 -1.677 1.942
H 0.654 -0.217 -0.181
H -0.056 -1.692 -0.334
O 2.649 -0.433 0.064
H 3.270 -1.078 -0.129
H 3.080 0.367 -0.327
O -0.831 1.984 -1.918
H -0.966 1.223 -1.442
H -1.175 2.585 -1.397
O 1.900 1.347 -1.701
H 1.622 1.990 -2.372
H 1.050 0.920 -1.526
*
```

***

Computed relative energies in units of kcal/mol: a 6.5; b 0.0

***

a.
The following is a DFT calculation (ωB97M-V with the def2-TZVPD basis set) of a 2-piece molecular cluster, CH4INOS overall.

- frontier orbital gap (Eh) = 0.302
- E_HOMO (eV) = -8.4828
- LUMO energy (eV) = -0.274

Geometry as ORCA input:
```
! wB97M-V def2-TZVPD RIJCOSX def2/J DEFGRID3
* xyz 0 1
C -1.187 -0.229 0.486
N -0.024 -0.734 0.270
O 1.073 -0.389 0.749
H -1.288 0.598 1.167
H -2.043 -0.645 -0.006
H 0.011 -1.533 -0.394
S 3.667 1.476 0.183
I 5.181 -0.316 -0.027
H 3.417 1.578 -1.127
*
```

***

b.
The following is a DFT calculation (ωB97M-V with the def2-TZVPD basis set) of a 2-piece molecular cluster, CH4INOS overall.

- frontier orbital gap (Eh) = 0.301
- E_HOMO (eV) = -8.8676
- LUMO energy (eV) = -0.667

Geometry as ORCA input:
```
! wB97M-V def2-TZVPD RIJCOSX def2/J DEFGRID3
* xyz 0 1
C 1.046 -1.142 -1.978
N 0.173 -0.762 -1.111
O 0.179 -0.745 0.144
H 2.037 -1.467 -1.736
H 0.895 -0.919 -3.034
H -0.648 -0.344 -1.631
S 1.486 -5.096 0.397
I 1.824 -4.474 -1.845
H 0.344 -4.354 0.569
*
```

***

Computed relative energies in units of kcal/mol: a 0.0; b 3.0

***

a.
The following is a DFT calculation (ωB97M-V with the def2-TZVPD basis set) of a 11-piece molecular cluster, C33H77N11O11 overall.

- frontier orbital gap (Eh) = 0.327
- E_HOMO (eV) = -8.9613
- LUMO energy (eV) = -0.058

Geometry as ORCA input:
```
! wB97M-V def2-TZVPD RIJCOSX def2/J DEFGRID3
* xyz 0 1
C -3.220 -2.253 4.265
N -4.088 -1.078 4.337
C -3.481 0.150 3.889
C -5.361 -1.074 4.771
O -6.017 -2.081 4.995
H -2.359 -2.132 4.923
H -2.862 -2.300 3.234
H -3.714 -3.210 4.406
H -2.628 -0.005 3.215
H -4.111 0.788 3.272
H -2.941 0.637 4.710
H -5.900 -0.122 4.862
C 2.953 3.577 0.806
N 3.118 4.671 1.719
C 2.742 5.968 1.210
C 3.648 4.491 2.952
O 4.069 3.422 3.351
H 3.486 3.500 -0.148
H 1.923 3.587 0.429
H 3.103 2.572 1.185
H 1.849 5.824 0.601
H 2.484 6.655 2.023
H 3.444 6.598 0.654
H 3.606 5.369 3.611
C -4.681 -1.152 0.885
N -5.870 -1.844 1.335
C -7.168 -1.199 1.337
C -5.746 -3.141 1.690
O -4.689 -3.749 1.646
H -4.762 -0.069 0.977
H -4.540 -1.488 -0.145
H -3.783 -1.369 1.462
H -7.566 -1.027 0.332
H -7.873 -1.727 1.972
H -7.057 -0.176 1.707
H -6.659 -3.669 1.988
C 0.117 -4.541 -3.491
N -1.133 -4.838 -4.189
C -2.337 -5.098 -3.441
C -1.104 -4.624 -5.520
O -2.049 -4.748 -6.284
H 0.850 -3.907 -3.998
H 0.653 -5.398 -3.091
H -0.106 -3.785 -2.724
H -3.086 -5.551 -4.082
H -2.250 -5.635 -2.497
H -2.651 -4.104 -3.095
H -0.146 -4.252 -5.902
C 0.343 1.486 5.254
N -0.254 2.607 4.494
C 0.270 2.687 3.137
C -1.241 3.414 4.930
O -1.787 3.424 6.010
H 0.082 0.600 4.673
H -0.215 1.335 6.177
H 1.394 1.697 5.419
H 1.352 2.698 3.005
H -0.100 1.825 2.571
H -0.155 3.580 2.677
H -1.479 4.131 4.114
C 0.945 -0.725 -1.813
N 0.562 -0.529 -0.435
C 1.503 0.189 0.406
C -0.650 -0.860 0.025
O -0.977 -0.627 1.193
H 1.837 -1.361 -1.841
H 1.360 0.215 -2.194
H 0.165 -1.111 -2.460
H 1.277 -0.152 1.413
H 2.526 -0.016 0.080
H 1.478 1.272 0.255
H -1.194 -1.487 -0.688
C -1.416 0.246 -5.079
N -2.307 -0.890 -4.843
C -2.789 -1.693 -5.963
C -2.685 -1.238 -3.600
O -2.233 -0.766 -2.566
H -1.963 1.143 -5.378
H -0.736 -0.005 -5.891
H -0.871 0.548 -4.189
H -3.467 -1.145 -6.627
H -1.932 -1.990 -6.563
H -3.415 -2.556 -5.750
H -3.400 -2.075 -3.591
C -2.172 3.827 0.541
N -1.695 2.757 -0.331
C -2.646 1.691 -0.645
C -0.605 2.883 -1.099
O 0.147 3.853 -1.035
H -3.220 4.003 0.302
H -1.563 4.722 0.584
H -2.187 3.409 1.552
H -2.416 1.285 -1.625
H -2.593 0.967 0.169
H -3.686 2.017 -0.727
H -0.404 1.999 -1.718
C 5.408 1.658 0.799
N 6.835 1.331 1.083
C 7.813 2.207 0.492
C 7.125 0.242 1.868
O 8.224 -0.231 1.998
H 5.312 2.253 -0.104
H 5.074 2.300 1.611
H 4.787 0.767 0.766
H 7.947 3.234 0.840
H 8.788 1.720 0.551
H 7.628 2.292 -0.584
H 6.178 0.022 2.385
C -0.767 -5.121 0.367
N 0.104 -5.033 1.524
C 0.144 -3.783 2.279
C 0.867 -6.068 1.956
O 1.420 -6.151 3.029
H -1.766 -4.912 0.756
H -0.517 -6.028 -0.180
H -0.601 -4.320 -0.366
H -0.867 -3.613 2.663
H 0.757 -3.908 3.167
H 0.448 -2.927 1.681
H 0.864 -6.885 1.214
C 5.667 3.096 -4.371
N 4.703 2.081 -3.925
C 3.361 2.282 -4.524
C 4.960 1.265 -2.899
O 4.148 0.531 -2.353
H 6.656 2.902 -3.958
H 5.304 4.102 -4.172
H 5.781 2.896 -5.439
H 2.791 2.845 -3.790
H 3.587 2.663 -5.517
H 2.931 1.312 -4.779
H 6.005 1.228 -2.548
*
```

***

b.
The following is a DFT calculation (ωB97M-V with the def2-TZVPD basis set) of C33H77N11O11 as an isolated structure.

- frontier orbital gap (Eh) = 0.304
- E_HOMO (eV) = -8.2145
- LUMO energy (eV) = 0.045

Geometry as ORCA input:
```
! wB97M-V def2-TZVPD RIJCOSX def2/J DEFGRID3
* xyz 0 1
C -9.314 2.336 -12.554
O -10.370 2.517 -13.122
N -8.775 1.140 -12.243
C -7.493 1.125 -11.575
C -9.420 -0.132 -12.422
H -8.609 3.109 -12.207
H -6.778 0.517 -12.142
H -7.524 0.691 -10.574
H -6.949 2.070 -11.580
H -9.806 -0.620 -11.521
H -10.299 -0.002 -13.053
H -8.753 -0.855 -12.895
C -4.423 5.135 -17.219
O -5.349 4.337 -17.232
N -4.278 6.123 -18.117
C -2.991 6.794 -18.158
C -5.317 6.538 -19.010
H -3.609 5.115 -16.487
H -2.647 6.848 -19.202
H -2.212 6.202 -17.686
H -3.029 7.853 -17.891
H -5.874 7.391 -18.607
H -5.010 6.732 -20.035
H -6.143 5.826 -19.077
C -5.727 0.012 -18.984
O -6.042 -1.167 -19.022
N -5.073 0.668 -19.957
C -4.801 2.099 -19.839
C -4.793 -0.003 -21.205
H -5.955 0.682 -18.137
H -3.730 2.267 -19.971
H -5.031 2.520 -18.862
H -5.384 2.601 -20.612
H -5.274 -0.969 -21.320
H -5.213 0.583 -22.032
H -3.731 -0.112 -21.428
C -0.507 3.124 -18.083
O -1.085 3.889 -17.327
N 0.620 3.422 -18.742
C 1.478 2.388 -19.292
C 1.160 4.772 -18.804
H -0.754 2.060 -18.225
H 2.427 2.384 -18.750
H 1.714 2.589 -20.339
H 1.069 1.381 -19.254
H 0.833 5.427 -18.004
H 2.245 4.748 -18.892
H 0.847 5.222 -19.752
C -4.032 5.461 -12.137
O -3.580 5.996 -13.127
N -5.097 4.612 -12.166
C -5.750 4.093 -10.976
C -5.718 4.217 -13.426
H -3.640 5.595 -11.116
H -5.321 3.113 -10.747
H -6.809 3.978 -11.191
H -5.549 4.666 -10.072
H -5.226 4.545 -14.337
H -5.761 3.129 -13.502
H -6.701 4.690 -13.412
C -4.045 -0.641 -9.924
O -4.710 -0.373 -10.912
N -4.484 -1.411 -8.906
C -3.765 -1.395 -7.637
C -5.735 -2.144 -9.047
H -3.044 -0.239 -9.711
H -2.694 -1.571 -7.673
H -4.198 -2.186 -7.021
H -3.983 -0.490 -7.067
H -6.364 -1.704 -9.815
H -5.609 -3.212 -9.209
H -6.290 -1.979 -8.119
C -4.853 0.421 -14.456
O -5.401 0.127 -15.509
N -3.925 1.391 -14.337
C -3.382 2.103 -15.455
C -3.188 1.550 -13.075
H -5.133 -0.042 -13.497
H -3.635 3.157 -15.346
H -3.774 1.801 -16.427
H -2.326 1.878 -15.645
H -3.623 0.961 -12.274
H -2.212 1.131 -13.363
H -2.959 2.596 -12.864
C -3.556 0.610 -7.201
O -4.030 0.329 -6.108
N -4.266 1.194 -8.175
C -3.579 1.748 -9.320
C -5.591 1.706 -7.923
H -2.507 0.387 -7.420
H -3.910 1.397 -10.301
H -2.553 1.366 -9.364
H -3.485 2.834 -9.320
H -6.131 1.123 -7.180
H -5.590 2.740 -7.570
H -6.239 1.647 -8.801
C 1.885 5.146 -13.182
O 2.428 5.224 -12.097
N 0.624 4.676 -13.353
C 0.009 4.792 -14.660
C -0.013 3.873 -12.349
H 2.330 5.406 -14.153
H -0.789 5.542 -14.648
H -0.512 3.876 -14.947
H 0.685 5.015 -15.482
H 0.551 3.934 -11.417
H -1.005 4.243 -12.084
H -0.016 2.802 -12.569
C -8.099 3.714 -15.667
O -8.432 4.844 -15.350
N -8.877 2.783 -16.243
C -8.464 1.393 -16.323
C -10.287 3.023 -16.484
H -7.074 3.312 -15.561
H -7.375 1.312 -16.234
H -8.678 0.844 -17.237
H -8.820 0.922 -15.400
H -10.605 4.006 -16.152
H -10.525 2.949 -17.548
H -10.897 2.276 -15.974
C -0.647 -1.861 -9.763
O -1.409 -0.990 -9.371
N -0.180 -1.899 -11.027
C -0.792 -1.104 -12.107
C 0.810 -2.882 -11.431
H -0.251 -2.647 -9.108
H -0.027 -0.514 -12.610
H -1.564 -0.481 -11.673
H -1.154 -1.869 -12.795
H 0.464 -3.625 -12.150
H 1.646 -2.337 -11.877
H 1.211 -3.393 -10.557
*
```

***

Computed relative energies in units of kcal/mol: a 0.0; b 94.8